Formula: C24H42BBr12F4N3O6Si2
Source: the Open Molecules 2025 dataset
Level of theory: ωB97M-V/def2-TZVPD

XYZ file:
```
94
Properties=species:S:1:pos:R:3:forces:R:3:mulliken_charge:R:1
C 0.348851 -2.581061 4.129163 0.300 1.207 0.431 -0.347
C -1.105086 -2.261773 4.823672 -5.280 -4.846 -1.324 0.493
O -2.107788 -3.121082 4.519487 6.224 5.543 1.956 -0.517
O -1.409121 -1.184335 5.771847 0.851 -1.615 -3.003 -0.344
C -1.947495 0.016652 5.127122 -0.417 2.010 -1.047 -0.382
C -2.146391 -0.064867 3.506664 0.381 1.024 -0.859 -0.143
C -2.783337 1.350747 2.882863 -0.210 -0.766 1.496 -0.425
C -3.258147 1.228470 1.323899 -1.208 0.120 -0.197 -0.350
C -2.908073 2.501701 0.364446 -1.240 -0.613 -0.584 -0.490
Si -1.018683 2.897750 0.178758 -0.606 0.775 0.467 -0.527
C -0.811208 3.923984 -1.417336 2.809 1.303 -2.335 -0.291
C 0.845955 3.739150 -2.044893 1.957 2.754 0.462 0.038
C 1.744335 5.223616 -2.109796 0.989 -3.857 3.998 -0.661
O 1.992730 4.017653 -1.018767 -3.894 -0.289 -3.486 -0.282
O 0.076049 1.610858 0.486279 -1.976 0.439 -1.433 0.357
Si 0.083822 0.251661 -0.556967 3.955 0.097 1.157 -0.397
C 1.826000 0.291843 -1.477022 1.180 -0.293 0.510 -0.256
C 2.900905 -0.480718 -0.453841 -0.267 0.284 -0.110 -0.002
C 4.458730 -0.010535 -0.672842 -0.654 0.055 1.217 -0.220
C 4.731006 1.210909 0.438500 0.264 -0.291 -0.259 -0.297
C 5.106611 0.608428 1.948527 -0.474 -0.414 -1.284 -0.093
N 4.667096 1.504125 3.085725 -0.118 0.179 -1.704 -0.704
N 0.230344 -1.237965 0.507130 -8.175 -2.386 1.542 -0.355
C -0.991810 -1.765767 0.800425 -1.098 -1.972 -1.331 0.143
O -2.145405 -2.466280 0.954795 9.897 7.080 -0.951 -0.380
B -1.226938 0.107270 -1.940822 -4.073 -0.550 -3.263 0.556
O -1.333925 1.161966 -2.971936 -0.862 -0.253 2.435 -0.542
N -2.179998 -1.094367 -2.116521 2.123 1.279 -2.004 -0.130
C -1.350085 -2.287041 -2.622960 0.544 -0.864 -0.729 -0.474
C -3.201254 -0.862461 -3.198452 -1.212 -0.010 -0.102 -0.223
C -0.678866 4.189848 1.632469 1.016 2.083 1.281 0.842
F -0.044434 5.445264 1.127104 -1.811 -2.993 1.317 -0.325
F -1.948510 4.615920 2.300348 3.420 -1.106 -1.570 -0.320
C 0.381143 3.583998 2.759156 0.624 2.720 1.310 0.735
F 1.789540 3.934172 2.349505 -4.344 -1.434 1.202 -0.284
F 0.127604 4.357255 4.031499 0.885 -2.327 -3.375 -0.343
H 0.189053 -3.058649 3.049344 0.085 1.212 2.552 -0.025
H 0.918876 -1.536093 4.074241 -1.057 -2.384 -0.093 0.170
H 1.029167 -3.326350 4.757515 -1.779 1.652 -1.110 0.389
H -2.985929 0.336401 5.607331 2.284 -0.963 -0.750 0.280
H -1.148946 0.882312 5.324172 -1.836 -1.759 -0.319 0.187
H -2.850980 -0.916040 3.123307 1.634 1.344 0.996 0.333
H -1.047804 -0.117369 3.042141 -2.355 -0.378 0.773 -0.131
H -2.005077 2.190694 3.116200 -1.593 -1.335 -0.706 0.010
H -3.743517 1.560593 3.558357 2.069 -0.154 -1.558 0.431
H -4.449455 1.147497 1.347149 2.622 0.021 -0.106 0.486
H -2.897030 0.260758 0.764556 -0.469 1.680 1.360 -0.116
H -3.291942 2.217893 -0.730120 0.687 0.504 2.176 0.278
H -3.552437 3.462831 0.658179 1.693 -2.000 -0.513 0.451
H -0.837148 5.103960 -1.277729 -0.193 -2.635 0.172 0.520
H -1.527444 3.685320 -2.304355 1.356 0.279 1.690 0.372
H 1.027974 2.910412 -2.969348 -0.385 2.405 2.947 0.277
H 2.875081 5.192299 -2.410879 -2.688 0.609 -0.577 0.326
H 1.428361 6.068510 -1.359860 0.239 -1.408 -2.150 0.184
H 2.244558 1.376409 -1.598766 -1.010 -1.794 0.228 0.227
H 1.782994 -0.195622 -2.540695 0.175 0.758 1.936 0.355
H 2.595531 -0.092562 0.633036 0.700 -1.237 -2.149 -0.186
H 2.766954 -1.663433 -0.531624 0.251 2.694 0.264 0.025
H 4.625818 0.376875 -1.766229 -0.221 -0.858 2.116 0.056
H 5.142423 -0.952012 -0.405671 -1.256 2.264 -0.827 0.106
H 5.632838 1.850620 0.055630 -1.694 -1.002 0.786 0.382
H 3.771774 1.916196 0.525554 2.014 -1.528 -0.297 0.032
H 6.285053 0.443109 1.952356 -2.590 0.198 0.264 0.219
H 4.524136 -0.419502 2.071558 1.475 2.211 -0.217 -0.069
H 4.911227 2.480417 2.792208 -0.350 -1.062 0.535 0.318
H 3.621875 1.477843 3.085156 1.178 0.148 0.011 0.243
H -2.175859 1.697199 -2.885053 1.324 -1.106 -0.386 0.289
H -1.793050 -2.595681 -3.687982 1.061 0.597 2.353 0.369
H -0.226979 -1.960859 -2.841591 -2.158 -0.977 0.639 0.246
H -1.436175 -3.235079 -1.938148 0.465 2.191 -1.210 -0.250
H -3.932880 -1.805489 -3.177050 1.819 2.413 -0.106 -0.100
H -3.814847 0.102030 -2.952926 0.954 -1.889 -0.442 -0.001
H -2.742020 -0.722042 -4.288090 -0.874 -0.351 2.256 0.354
H 0.233817 2.444208 2.979693 0.716 2.312 -0.432 -0.089
C 4.991194 -3.959447 1.021514 0.179 -0.255 0.093 -0.411
Br 6.088402 -2.605047 1.885393 -0.193 -0.648 -0.252 0.010
Br 3.126320 -3.831756 1.559991 0.399 0.039 -0.120 0.052
Br 5.189919 -3.925917 -0.913285 -0.076 0.009 0.460 0.026
H 5.356893 -4.933184 1.363751 -0.196 0.448 -0.165 0.350
C -7.012193 -0.836397 -4.815182 0.056 -0.043 -0.274 -0.356
Br -6.078136 -2.433043 -4.212845 -0.744 0.216 -0.289 0.009
Br -8.936762 -1.109003 -4.890938 0.522 0.079 0.088 -0.037
Br -6.543191 0.721875 -3.749402 -0.241 -0.335 -0.221 -0.022
H -6.676991 -0.636758 -5.838319 -0.155 -0.078 0.482 0.393
C -4.055870 -5.405780 -0.335317 -0.099 -0.361 0.545 -0.354
Br -5.778059 -4.653335 -0.837753 0.447 -0.104 0.049 -0.045
Br -2.794659 -5.379166 -1.816079 -0.437 -0.214 0.298 -0.030
Br -3.327052 -4.549086 1.251808 -1.275 -1.952 -0.404 0.060
H -4.228167 -6.456780 -0.080881 0.055 0.466 -0.247 0.351
C 5.000500 -2.967685 -5.092096 0.101 0.107 -0.250 -0.362
Br 5.934557 -4.564331 -4.489759 -0.268 0.407 -0.092 -0.032
Br 3.075931 -3.240291 -5.167852 0.464 0.061 0.101 -0.004
Br 5.469502 -1.409412 -4.026316 -0.168 -0.472 -0.211 0.042
H 5.335702 -2.768046 -6.115233 -0.164 -0.111 0.473 0.353
```
Forces are in eV/Å.

Kohn-Sham gap (eV): 8.53
Largest force on an atom (eV/Å): 12.21
E_LUMO (eV): -0.58